(1)
12 unconnected molecules or ions with the total composition C24H72O17 in a non-equilibrium geometry. Source: the Open Molecules 2025 dataset; level of theory: wB97M-V/def2-TZVPD.

## Properties
Kohn-Sham gap in eV: 9.733
SMILES: OCCO.OCCO.OCCO.OCCO.OCCO.CCO.CCO.CCO.CCO.CCO.CCO.CCO
Spin multiplicity: 1
Electronic energy in hartree: -2236.515898
E_LUMO in hartree: 0.00924

Last column: Löwdin charge in e.
Element x y z (Å)
C: -20.115 4.209 6.971  -0.21
C: -21.328 3.365 6.616  -0.24
O: -21.498 2.164 7.381  -0.06
O: -18.942 3.509 6.585  -0.07
H: -20.120 4.325 8.035  0.11
H: -20.073 5.205 6.535  0.12
H: -21.268 3.176 5.544  0.10
H: -22.272 3.924 6.607  0.11
H: -20.843 1.529 7.052  0.02
H: -18.825 2.863 7.265  0.07
C: -20.615 3.319 -0.351  -0.27
C: -20.198 2.613 -1.556  -0.22
O: -18.788 2.711 -1.629  -0.04
O: -20.023 2.866 0.815  -0.07
H: -21.678 3.319 -0.181  0.11
H: -20.379 4.400 -0.464  0.13
H: -20.732 3.091 -2.418  0.14
H: -20.408 1.556 -1.564  0.12
H: -18.404 1.876 -1.409  0.04
H: -19.122 2.913 0.534  0.04
C: -17.665 3.670 3.150  -0.22
C: -17.511 4.649 1.983  -0.19
O: -17.295 3.878 0.758  -0.10
O: -17.517 4.513 4.308  -0.09
H: -16.846 2.958 3.072  0.12
H: -18.626 3.169 3.213  0.10
H: -16.681 5.285 2.207  0.11
H: -18.409 5.218 1.802  0.10
H: -17.603 4.453 0.020  0.10
H: -17.636 3.941 5.087  0.06
C: -17.853 -0.498 0.207  -0.25
C: -18.767 -1.607 0.562  -0.26
O: -18.313 -2.743 -0.150  -0.04
O: -17.860 -0.174 -1.184  -0.04
H: -16.857 -0.716 0.604  0.12
H: -18.168 0.358 0.852  0.12
H: -19.794 -1.341 0.201  0.13
H: -18.781 -1.706 1.606  0.09
H: -18.798 -3.495 0.125  0.07
H: -17.653 -1.038 -1.549  0.09
C: -21.381 5.123 2.632  -0.21
C: -21.224 6.461 1.951  -0.25
O: -22.381 7.247 2.209  -0.06
O: -22.699 4.573 2.315  -0.09
H: -21.330 5.402 3.711  0.13
H: -20.519 4.473 2.392  0.10
H: -21.308 6.204 0.891  0.11
H: -20.314 6.973 2.215  0.12
H: -22.301 8.147 1.905  0.09
H: -23.371 5.270 2.471  0.09
C: -22.995 -2.943 -0.223  -0.09
C: -23.031 -2.864 1.288  -0.35
O: -24.331 -3.071 1.732  -0.07
H: -21.990 -2.838 -0.607  0.06
H: -23.576 -2.142 -0.719  0.07
H: -23.417 -3.909 -0.570  0.08
H: -22.626 -1.926 1.685  0.10
H: -22.468 -3.738 1.593  0.10
H: -24.340 -2.914 2.668  0.04
C: -21.681 -0.100 4.082  -0.09
C: -21.086 0.968 3.217  -0.29
O: -21.075 0.461 1.884  -0.08
H: -21.189 -1.069 3.905  0.08
H: -22.776 -0.260 3.898  0.06
H: -21.529 0.058 5.153  0.06
H: -20.076 1.107 3.611  0.11
H: -21.711 1.865 3.309  0.11
H: -20.724 1.206 1.417  0.02
C: -17.207 -1.073 4.084  -0.08
C: -16.087 -0.876 5.102  -0.28
O: -16.528 0.181 5.998  -0.09
H: -17.299 -0.078 3.548  0.09
H: -18.168 -1.404 4.596  0.08
H: -16.803 -1.828 3.412  0.07
H: -15.162 -0.644 4.664  0.10
H: -15.932 -1.813 5.638  0.11
H: -15.752 0.538 6.412  0.08
C: -24.833 1.031 1.670  -0.06
C: -24.285 1.420 0.315  -0.33
O: -23.371 0.514 -0.262  -0.09
H: -25.577 1.837 1.867  0.09
H: -24.103 1.043 2.511  0.06
H: -25.360 0.108 1.494  0.08
H: -23.861 2.418 0.245  0.09
H: -25.172 1.377 -0.346  0.12
H: -22.681 0.318 0.403  0.06
C: -26.237 2.507 4.821  -0.09
C: -24.750 2.542 5.099  -0.28
O: -24.291 3.933 4.890  -0.12
H: -26.868 2.986 5.594  0.08
H: -26.507 1.441 4.620  0.08
H: -26.443 3.092 3.948  0.06
H: -24.106 1.930 4.463  0.07
H: -24.549 2.276 6.143  0.11
H: -23.584 3.861 4.209  0.04
C: -23.956 -2.083 5.830  -0.08
C: -25.093 -1.283 5.221  -0.32
O: -25.622 -1.970 4.113  -0.08
H: -23.126 -2.150 5.111  0.06
H: -24.273 -3.044 6.209  0.07
H: -23.530 -1.564 6.704  0.08
H: -24.750 -0.301 4.883  0.07
H: -25.846 -1.064 6.024  0.13
H: -26.454 -2.396 4.366  0.10
C: -19.721 -2.115 6.932  -0.07
C: -19.912 -0.739 7.493  -0.32
O: -19.397 0.295 6.689  -0.11
H: -20.044 -2.052 5.908  0.05
H: -20.367 -2.763 7.536  0.08
H: -18.704 -2.529 6.951  0.08
H: -19.502 -0.611 8.477  0.11
H: -20.978 -0.551 7.619  0.11
H: -18.438 0.264 6.521  0.06



(2)
A molecular structure, C24H72O32P8 in a non-equilibrium geometry. Source: the Open Molecules 2025 dataset; level of theory: wB97M-V/def2-TZVPD.

## Properties
Kohn-Sham gap in eV: 11.058
Spin multiplicity: 1
Electronic energy in hartree: -6096.613930
E_LUMO in hartree: 0.01905

Last column: Löwdin charge in e.
Element x y z (Å)
C: 12.213 -8.865 0.035  -0.12
O: 11.370 -9.514 -0.885  -0.24
P: 10.555 -8.632 -1.958  0.57
O: 9.958 -7.367 -1.395  -0.26
O: 11.599 -8.511 -3.280  -0.23
C: 12.691 -9.419 -3.344  -0.13
O: 9.447 -9.787 -2.562  -0.25
C: 8.210 -9.872 -1.784  -0.10
H: 12.523 -9.607 0.771  0.09
H: 11.795 -8.109 0.700  0.09
H: 13.134 -8.458 -0.382  0.09
H: 13.623 -8.957 -3.014  0.09
H: 12.846 -9.650 -4.397  0.09
H: 12.443 -10.319 -2.782  0.09
H: 8.480 -9.857 -0.728  0.08
H: 7.613 -10.722 -2.113  0.09
H: 7.593 -8.987 -1.942  0.08
C: 2.961 2.696 -2.152  -0.12
O: 2.612 2.283 -0.829  -0.25
P: 1.167 1.397 -0.661  0.51
O: -0.041 2.108 -1.060  -0.22
O: 1.124 1.088 0.912  -0.22
C: 0.060 1.489 1.696  -0.15
O: 1.452 -0.136 -1.238  -0.22
C: 2.735 -0.676 -0.930  -0.12
H: 2.249 2.526 -2.959  0.09
H: 3.854 2.192 -2.522  0.08
H: 3.315 3.695 -1.897  0.09
H: -0.809 0.962 1.302  0.09
H: -0.362 2.493 1.640  0.09
H: 0.211 1.374 2.769  0.09
H: 3.050 -0.338 0.057  0.09
H: 3.450 -0.289 -1.655  0.08
H: 2.842 -1.747 -1.102  0.09
C: -3.417 5.560 11.384  -0.09
O: -2.235 6.039 12.067  -0.24
P: -1.035 6.598 11.094  0.46
O: -1.094 5.971 9.748  -0.25
O: 0.227 6.486 12.073  -0.20
C: 0.643 5.246 12.589  -0.11
O: -1.349 8.189 10.992  -0.23
C: -2.500 8.668 10.329  -0.11
H: -3.598 6.245 10.555  0.06
H: -4.168 5.491 12.171  0.09
H: -3.264 4.585 10.920  0.09
H: 0.700 5.287 13.676  0.10
H: 1.682 5.037 12.335  0.09
H: 0.064 4.445 12.130  0.09
H: -2.772 7.910 9.594  0.07
H: -1.984 9.412 9.723  0.09
H: -3.293 9.091 10.946  0.10
C: -1.988 -6.350 1.444  -0.09
O: -3.082 -7.230 1.722  -0.23
P: -3.101 -8.714 1.113  0.48
O: -2.493 -9.837 1.896  -0.25
O: -4.649 -8.938 0.795  -0.21
C: -5.404 -7.924 0.203  -0.12
O: -2.428 -8.520 -0.401  -0.25
C: -2.457 -9.538 -1.300  -0.16
H: -2.479 -5.772 0.662  0.09
H: -1.060 -6.702 0.993  0.09
H: -1.806 -5.790 2.361  0.09
H: -5.070 -6.908 0.413  0.08
H: -6.374 -7.931 0.701  0.10
H: -5.344 -7.984 -0.883  0.09
H: -1.701 -10.280 -1.044  0.10
H: -2.066 -9.087 -2.212  0.09
H: -3.479 -9.895 -1.431  0.09
C: 13.745 1.587 -6.092  -0.13
O: 13.301 0.744 -5.026  -0.21
P: 11.688 0.651 -5.108  0.47
O: 10.931 1.901 -4.845  -0.24
O: 11.594 0.005 -6.641  -0.24
C: 11.858 -1.353 -6.842  -0.12
O: 11.318 -0.430 -3.981  -0.24
C: 11.034 0.066 -2.672  -0.10
H: 14.244 0.825 -6.690  0.09
H: 14.509 2.285 -5.750  0.09
H: 13.088 2.166 -6.740  0.09
H: 12.087 -1.808 -5.879  0.08
H: 12.767 -1.391 -7.443  0.09
H: 10.959 -1.816 -7.248  0.10
H: 10.052 0.538 -2.647  0.08
H: 11.702 0.903 -2.472  0.09
H: 11.018 -0.794 -2.002  0.10
C: -6.035 7.389 -0.479  -0.08
O: -6.496 8.272 0.554  -0.22
P: -6.052 9.755 0.878  0.39
O: -5.272 10.435 -0.164  -0.24
O: -7.457 10.505 1.310  -0.22
C: -8.151 9.842 2.466  -0.07
O: -5.228 9.594 2.237  -0.23
C: -3.795 9.390 2.252  -0.08
H: -5.599 6.444 -0.156  0.08
H: -5.165 7.903 -0.888  0.08
H: -6.795 7.098 -1.204  0.09
H: -9.145 9.521 2.155  0.08
H: -8.256 10.655 3.185  0.08
H: -7.673 8.994 2.955  0.08
H: -3.277 9.021 3.138  0.08
H: -3.265 10.342 2.223  0.09
H: -3.501 8.697 1.464  0.09
C: -3.459 -0.440 -13.045  -0.13
O: -4.090 0.054 -11.884  -0.21
P: -4.041 1.677 -11.753  0.54
O: -3.578 2.448 -12.978  -0.27
O: -5.643 1.956 -11.366  -0.24
C: -6.452 2.407 -12.441  -0.13
O: -3.151 1.983 -10.447  -0.20
C: -2.763 3.244 -10.055  -0.14
H: -4.010 -0.053 -13.901  0.08
H: -3.397 -1.528 -13.068  0.09
H: -2.477 0.016 -13.173  0.08
H: -6.802 3.341 -12.003  0.09
H: -7.284 1.709 -12.537  0.09
H: -5.976 2.527 -13.414  0.08
H: -1.693 3.404 -9.917  0.09
H: -3.084 3.536 -9.055  0.09
H: -3.230 3.957 -10.734  0.09
C: -8.012 -2.721 6.747  -0.10
O: -9.076 -1.783 6.994  -0.23
P: -10.371 -1.957 6.092  0.43
O: -10.799 -3.360 6.099  -0.23
O: -11.428 -0.810 6.725  -0.24
C: -11.985 -1.085 8.042  -0.10
O: -9.970 -1.318 4.664  -0.23
C: -9.128 -0.112 4.555  -0.05
H: -7.078 -2.327 6.348  0.08
H: -8.253 -3.294 5.851  0.08
H: -7.781 -3.368 7.594  0.10
H: -11.566 -0.625 8.937  0.09
H: -11.814 -2.160 8.091  0.06
H: -13.071 -1.018 8.098  0.08
H: -8.621 0.066 5.503  0.08
H: -9.728 0.729 4.210  0.09
H: -8.509 -0.383 3.699  0.09



(3)
8 unconnected molecules or ions with the total composition C24H72O32P8 in a non-equilibrium geometry. Source: the Open Molecules 2025 dataset; level of theory: wB97M-V/def2-TZVPD.

## Properties
Kohn-Sham gap in eV: 10.723
SMILES: COP(=O)(OC)OC.COP(=O)(OC)OC.COP(=O)(OC)OC.COP(=O)(OC)OC.COP(=O)(OC)OC.COP(=O)(OC)OC.COP(=O)(OC)OC.COP(=O)(OC)OC
Spin multiplicity: 1
Electronic energy in hartree: -6096.790255
E_LUMO in hartree: 0.01586

Last column: Löwdin charge in e.
Element x y z (Å)
C: 3.351 1.452 -4.697  -0.08
O: 3.323 0.127 -4.151  -0.25
P: 4.476 -0.995 -4.446  0.35
O: 5.808 -0.553 -4.809  -0.22
O: 4.437 -1.836 -3.092  -0.27
C: 5.170 -1.315 -1.905  -0.02
O: 3.846 -1.950 -5.522  -0.19
C: 2.747 -2.757 -5.093  -0.09
H: 4.277 1.934 -4.435  0.08
H: 2.428 1.945 -4.339  0.09
H: 3.304 1.399 -5.795  0.09
H: 4.408 -0.795 -1.300  0.09
H: 5.935 -0.629 -2.365  0.09
H: 5.538 -2.214 -1.417  0.09
H: 2.898 -3.668 -5.608  0.08
H: 1.846 -2.258 -5.497  0.09
H: 2.661 -2.862 -3.995  0.08
C: 0.452 -3.291 5.581  -0.07
O: 1.510 -2.427 6.051  -0.26
P: 2.982 -2.253 5.413  0.32
O: 3.249 -2.751 4.058  -0.23
O: 2.959 -0.743 5.660  -0.22
C: 1.883 0.155 5.074  0.00
O: 4.043 -2.904 6.407  -0.21
C: 3.907 -2.713 7.846  -0.09
H: -0.311 -2.715 5.052  0.06
H: 0.153 -3.823 6.439  0.07
H: 0.796 -3.994 4.809  0.09
H: 0.891 -0.243 5.255  0.07
H: 2.053 0.249 4.027  0.07
H: 1.965 1.118 5.544  0.08
H: 2.889 -2.416 8.092  0.07
H: 4.654 -1.913 8.222  0.12
H: 4.015 -3.696 8.337  0.09
C: 2.176 4.554 4.142  -0.09
O: 2.235 3.534 3.154  -0.22
P: 3.522 3.199 2.394  0.21
O: 4.432 4.314 2.400  -0.20
O: 3.998 1.874 3.000  -0.19
C: 4.932 1.806 4.064  -0.08
O: 3.116 2.639 0.992  -0.19
C: 2.284 3.482 0.089  -0.02
H: 2.360 5.540 3.754  0.07
H: 2.970 4.479 4.916  0.09
H: 1.215 4.512 4.729  0.11
H: 4.897 0.813 4.471  0.08
H: 4.687 2.559 4.828  0.09
H: 5.974 1.984 3.753  0.10
H: 2.918 3.961 -0.586  0.07
H: 1.563 4.154 0.669  0.08
H: 1.741 2.805 -0.513  0.07
C: 1.802 -8.669 -1.396  -0.13
O: 1.961 -7.651 -2.316  -0.21
P: 0.755 -6.956 -3.145  0.40
O: 1.185 -5.847 -4.020  -0.23
O: 0.066 -8.116 -3.935  -0.22
C: 0.311 -8.282 -5.361  -0.07
O: -0.311 -6.577 -1.976  -0.24
C: -1.352 -5.673 -2.270  -0.11
H: 1.415 -8.232 -0.494  0.08
H: 2.763 -9.036 -1.072  0.08
H: 1.239 -9.524 -1.804  0.10
H: -0.298 -9.106 -5.740  0.09
H: 1.432 -8.331 -5.547  0.11
H: 0.042 -7.382 -5.884  0.07
H: -1.877 -5.974 -3.218  0.11
H: -0.930 -4.616 -2.342  0.10
H: -1.932 -5.725 -1.365  0.08
C: -4.293 5.501 -4.489  -0.04
O: -5.497 4.840 -3.989  -0.19
P: -5.338 3.391 -3.491  0.34
O: -4.366 3.037 -2.541  -0.18
O: -6.834 2.941 -3.085  -0.23
C: -7.374 3.147 -1.757  -0.08
O: -5.214 2.664 -5.018  -0.24
C: -5.262 1.183 -5.083  -0.07
H: -3.715 5.900 -3.683  0.08
H: -4.581 6.378 -5.032  0.09
H: -3.845 4.804 -5.153  0.08
H: -7.470 4.232 -1.479  0.10
H: -6.816 2.600 -1.019  0.07
H: -8.435 2.764 -1.839  0.10
H: -6.033 0.902 -5.767  0.08
H: -5.371 0.736 -4.115  0.07
H: -4.332 0.757 -5.407  0.07
C: -3.744 3.997 0.781  0.00
O: -2.435 3.879 0.086  -0.22
P: -1.592 5.099 -0.223  0.22
O: -2.305 6.351 -0.503  -0.23
O: -0.616 5.190 0.982  -0.23
C: 0.260 6.401 1.070  -0.05
O: -0.571 4.506 -1.261  -0.23
C: -0.792 4.401 -2.678  -0.06
H: -4.321 4.881 0.413  0.10
H: -3.519 4.122 1.785  0.06
H: -4.175 3.032 0.440  0.10
H: 1.308 6.066 1.146  0.07
H: 0.035 6.948 2.027  0.10
H: 0.236 7.101 0.213  0.09
H: -1.881 4.311 -2.988  0.09
H: -0.258 3.519 -3.063  0.09
H: -0.457 5.365 -3.041  0.09
C: -0.238 1.857 2.741  -0.05
O: -1.610 1.420 2.865  -0.20
P: -2.112 -0.028 3.269  0.33
O: -1.075 -0.956 3.673  -0.21
O: -3.262 0.331 4.295  -0.20
C: -3.284 0.194 5.682  -0.11
O: -2.959 -0.604 2.081  -0.22
C: -3.502 -1.980 2.107  -0.06
H: -0.188 2.699 2.036  0.09
H: 0.301 1.067 2.239  0.09
H: 0.233 1.970 3.708  0.07
H: -4.189 0.554 6.133  0.09
H: -2.375 0.577 6.150  0.09
H: -3.255 -0.816 5.964  0.07
H: -2.721 -2.738 2.022  0.08
H: -4.181 -2.177 1.274  0.09
H: -4.002 -2.184 3.070  0.09
C: -2.053 0.801 -0.994  -0.08
O: -0.902 0.120 -0.475  -0.20
P: -0.891 -1.434 -0.828  0.30
O: -2.168 -2.063 -0.591  -0.20
O: -0.450 -1.595 -2.339  -0.20
C: 0.725 -1.003 -2.850  -0.09
O: 0.264 -1.920 0.068  -0.18
C: 0.426 -3.331 0.272  -0.05
H: -1.829 1.844 -0.931  0.06
H: -2.908 0.472 -0.409  0.09
H: -2.260 0.552 -2.003  0.08
H: 0.780 -1.410 -3.912  0.10
H: 1.571 -1.344 -2.345  0.06
H: 0.623 0.060 -2.931  0.08
H: 0.335 -3.500 1.321  0.09
H: 1.322 -3.699 -0.171  0.09
H: -0.391 -3.862 -0.205  0.06